1.
Entry from OMol25: C38H28Cl2LuN7O8 as an isolated structure (ωB97M-V/def2-TZVPD).

Structure (XYZ):
```
84
Properties=species:S:1:pos:R:3:forces:R:3:lowdin_charge:R:1
Lu -0.461 -0.302 -0.355 1.32 -0.10 0.01 1.803
O -0.391 -0.855 1.693 -0.16 -0.11 0.04 -0.252
C -0.775 -1.543 2.687 0.55 -0.75 0.07 -0.432
C 0.100 -1.691 3.787 0.72 -0.22 1.41 -0.015
C -0.281 -2.348 4.967 1.30 0.84 -0.80 -0.116
C -1.525 -2.938 5.098 -1.24 0.67 -1.93 -0.138
C -2.407 -2.834 3.987 0.60 -0.83 1.06 -0.055
C -2.032 -2.225 2.764 0.40 0.17 1.96 -0.169
C -3.027 -1.967 1.802 -1.34 -0.04 -0.69 -0.139
N -2.826 -1.372 0.699 0.42 0.28 -0.91 0.002
C -3.965 -0.999 -0.105 -0.02 -0.43 -0.32 -0.224
C -3.781 0.479 -0.499 1.41 -1.50 0.24 -0.162
N -2.552 0.370 -1.315 -0.72 0.32 1.73 -0.058
C -2.729 0.558 -2.533 0.28 -0.19 -3.01 -0.129
C -1.920 0.086 -3.648 -0.24 0.29 0.82 -0.175
C -2.163 0.626 -4.889 0.25 0.15 -0.49 -0.099
C -1.326 0.415 -5.933 1.34 -1.30 -1.05 -0.128
C -0.274 -0.564 -5.829 -0.44 -1.18 0.00 -0.067
C -0.204 -1.362 -4.660 0.48 1.81 -0.93 0.000
C -0.894 -0.858 -3.522 0.81 -0.98 1.47 -0.363
O -0.506 -1.284 -2.348 -0.68 0.06 -0.45 -0.234
H 1.110 -1.249 3.678 -0.77 -0.25 0.05 0.114
H 0.422 -2.383 5.819 -0.31 0.02 -0.57 0.098
H -1.799 -3.337 6.045 -0.48 -0.51 0.39 0.065
H -3.397 -3.320 4.079 0.46 0.46 -0.21 0.097
H -4.078 -2.241 2.043 0.39 -0.05 0.17 0.124
H -4.894 -1.183 0.403 -0.76 0.13 0.69 0.087
H -4.036 -1.668 -1.004 0.37 0.82 0.35 0.133
H -3.595 1.095 0.365 0.08 0.10 0.54 0.105
H -4.657 0.833 -0.997 -0.47 0.44 -0.85 0.096
H -3.610 1.079 -2.900 -0.53 0.07 0.11 0.121
H -2.990 1.253 -5.100 -0.83 0.75 0.32 0.095
H -1.562 0.904 -6.870 0.35 -0.03 -0.10 0.079
H 0.387 -0.795 -6.724 -0.89 0.38 1.25 0.103
H 0.547 -2.133 -4.411 -0.40 0.51 -0.58 0.119
O -0.226 -4.140 -1.771 0.74 0.28 -0.03 0.038
C 0.756 -4.824 -1.119 -0.55 -0.84 -1.32 -0.258
C 1.041 -6.116 -1.674 -0.39 1.80 0.36 -0.032
C 1.866 -6.978 -0.992 -0.13 -0.77 -1.60 -0.147
C 2.470 -6.574 0.172 0.43 0.16 1.18 -0.134
C 2.319 -5.264 0.586 0.74 0.10 0.25 -0.051
C 1.505 -4.331 -0.071 1.23 0.10 0.52 -0.065
C 1.761 -2.864 0.239 0.79 -0.69 1.24 -0.477
O 1.061 -1.971 -0.306 -1.39 0.47 -0.87 -0.190
N 2.763 -2.671 1.064 -0.79 0.37 0.60 0.026
N 2.837 -1.325 1.549 1.01 -0.02 -2.31 0.054
C 3.354 -0.573 0.641 0.02 1.52 0.32 -0.120
C 3.508 0.953 0.773 -0.76 -3.25 2.17 -0.263
C 3.945 1.714 -0.278 -0.11 1.23 1.43 -0.061
C 3.988 3.078 -0.026 0.55 1.56 -1.62 -0.099
C 3.529 3.650 1.149 0.18 -0.05 0.65 -0.100
C 3.052 2.724 2.083 0.30 0.11 1.05 -0.171
N 3.116 1.388 2.000 -0.07 1.74 -1.71 0.132
H -0.055 -3.178 -1.695 -0.19 0.13 0.06 0.064
H 0.730 -6.182 -2.722 -0.21 -0.67 0.52 0.109
H 2.131 -7.917 -1.486 -0.08 0.09 0.36 0.091
H 3.131 -7.229 0.749 -0.22 0.13 -0.34 0.090
H 2.989 -4.877 1.363 -0.61 -0.14 -0.16 0.101
H 3.661 -0.910 -0.354 -0.16 -0.47 0.21 0.115
H 4.219 1.285 -1.203 0.10 -0.27 -0.78 0.098
H 4.334 3.760 -0.834 -0.14 -0.58 0.55 0.109
H 3.619 4.753 1.430 -0.40 -1.68 -0.74 0.116
H 2.646 3.104 3.016 0.01 -0.02 0.15 0.092
Cl -1.838 1.296 3.386 -0.19 0.02 -0.34 0.747
C -1.456 2.732 2.472 1.13 -0.51 -1.01 -0.572
C -1.804 3.935 3.078 0.40 0.78 0.14 -0.175
C -1.368 5.149 2.573 -1.31 -0.25 0.59 -0.591
Cl -1.990 6.625 3.374 0.35 -0.36 -0.28 0.562
C -0.634 5.244 1.373 0.59 -0.29 0.45 -0.200
C -0.140 6.449 0.812 0.21 -1.31 -0.52 -0.046
C 0.614 6.334 -0.329 -0.85 1.91 0.07 -0.086
C 0.865 5.097 -0.923 0.64 0.57 -0.83 -0.167
N 0.537 3.977 -0.371 -1.13 -0.51 0.63 0.155
C -0.247 4.022 0.757 0.27 -0.94 -0.19 -0.105
C -0.671 2.676 1.271 0.05 0.46 -0.85 -0.312
O -0.330 1.664 0.545 -1.01 1.02 1.56 -0.221
H -2.377 3.852 4.010 0.24 0.36 -0.49 0.094
H -0.386 7.388 1.256 -0.06 0.47 0.19 0.072
H 0.873 7.271 -0.841 0.24 -0.51 0.12 0.096
H 1.345 5.116 -1.922 -0.03 -0.51 0.71 0.117
O 2.129 2.216 -2.928 -0.69 -0.05 0.83 -0.044
N 1.233 1.645 -2.256 2.76 -0.94 -0.63 -0.535
O 1.626 0.787 -1.363 -1.72 0.60 -0.67 -0.137
O 0.059 1.792 -2.528 -1.06 -0.11 0.58 -0.007
```
Positions in Å, forces in eV/Å.

The LUMO energy comes out at 4.0 eV. Its energy relative to the best compared isomer or geometry (same formula, charge and spin) is 28.7 kcal/mol. The calculation puts the HOMO-LUMO gap at 0.23937 Ha. As for the net charge: -2.

2.
Entry from OMol25: a 2-piece molecular cluster, C4H12S overall (ωB97M-V/def2-TZVPD).

Structure (XYZ):
```
17
Properties=species:S:1:pos:R:3:forces:R:3:nbo_charge:R:1
C 3.023 1.790 1.573 -6.69 3.06 1.33 -0.800
S 3.648 1.738 0.013 3.02 -0.96 -2.04 0.266
C 2.335 1.750 -1.114 -2.18 0.61 0.00 -0.794
H 3.539 1.287 2.275 2.41 -1.53 2.12 0.231
H 2.791 2.885 1.964 0.64 -2.06 -0.65 0.205
H 1.964 1.273 1.676 1.87 0.90 -0.52 0.222
H 1.428 1.175 -0.989 0.17 -0.99 0.66 0.218
H 2.598 1.641 -2.122 1.31 -0.89 -1.29 0.243
H 1.919 2.710 -1.209 -0.57 1.85 0.39 0.208
C -2.660 -2.687 -0.147 1.36 -2.34 -0.48 -0.639
C -3.137 -1.234 -0.420 -2.46 -2.12 1.82 -0.628
H -3.286 -3.182 0.726 1.90 1.14 -1.38 0.212
H -2.742 -3.478 -0.943 -0.94 1.13 -0.02 0.205
H -1.499 -2.819 -0.164 -1.83 0.66 1.43 0.214
H -4.152 -1.366 -0.989 1.97 1.04 0.86 0.213
H -2.413 -0.533 -0.789 0.12 0.04 -0.69 0.215
H -3.356 -0.950 0.660 -0.12 0.47 -1.54 0.209
```
Positions in Å, forces in eV/Å.

The LUMO energy comes out at 0.8 eV. Its energy relative to the best compared isomer or geometry (same formula, charge and spin) is 49.9 kcal/mol. The calculation puts the HOMO-LUMO gap at 0.33465 Ha. The structure (SMILES) is CSC.CC. As for the net charge: 0.

3.
Entry from OMol25: one molecule with the formula C2H2ClNS3 (ωB97M-V/def2-TZVPD).

Structure (XYZ):
```
9
Properties=species:S:1:pos:R:3:forces:R:3:nbo_charge:R:1
C 0.705 -0.560 0.050 2.03 -0.07 -2.20 0.019
C 0.456 0.834 0.176 0.27 3.90 1.11 -0.501
N -0.128 -1.379 0.537 0.18 0.44 -0.19 -0.378
S -0.608 1.340 1.561 -0.04 0.07 -0.52 0.089
S -2.330 0.267 -1.261 -0.41 -0.33 0.07 -0.312
S -1.254 1.596 -0.452 1.48 -0.32 0.26 0.491
Cl 0.189 -2.931 0.041 0.11 -1.72 -0.12 0.139
H 1.651 -0.756 -0.636 -2.04 -0.34 1.40 0.196
H 1.319 1.589 -0.017 -1.57 -1.62 0.19 0.258
```
Positions in Å, forces in eV/Å.

The LUMO energy comes out at -0.9 eV. Its energy relative to the best compared isomer or geometry (same formula, charge and spin) is 11.0 kcal/mol. The calculation puts the HOMO-LUMO gap at 0.29681 Ha. As for the net charge: 0.

4.
Entry from OMol25: an isolated ion of composition C4H13N3 and charge -1 (ωB97M-V/def2-TZVPD).

Structure (XYZ):
```
20
Properties=species:S:1:pos:R:3:forces:R:3:nbo_charge:R:1
C 0.605 0.104 0.758 0.13 0.33 0.14 -0.400
N 1.370 0.454 -0.457 -0.43 -0.98 0.23 -0.687
C 1.751 -0.735 -1.229 0.10 0.72 -0.13 -0.103
N 0.777 -1.180 -2.181 0.54 -1.07 0.00 -0.879
C -0.798 0.724 0.853 0.63 0.20 0.13 -0.346
C -1.798 0.144 -0.130 -0.75 -0.48 0.96 -0.695
N -1.157 0.652 2.277 -0.13 -0.82 -0.45 -0.952
H 1.122 0.400 1.680 0.23 0.47 -0.25 0.170
H 0.566 -0.984 0.923 -0.34 0.10 -0.41 0.156
H 2.185 1.003 -0.219 0.08 -0.03 0.11 0.338
H 1.926 -1.592 -0.569 0.28 0.02 -0.06 0.151
H 2.669 -0.500 -1.786 0.02 0.04 0.30 0.156
H 0.142 -1.877 -1.835 -0.38 0.38 -0.10 0.362
H 0.424 -0.509 -2.827 -0.44 0.36 0.02 0.365
H -0.701 1.774 0.578 0.22 0.15 -0.12 0.153
H -2.808 0.343 0.263 0.05 0.33 -0.34 0.191
H -1.692 0.599 -1.118 0.07 -0.23 0.05 0.206
H -1.774 -0.953 -0.163 0.31 0.15 -0.25 0.180
H -0.651 1.401 2.750 -0.27 0.03 0.19 0.301
H -2.156 0.732 2.433 0.07 0.32 -0.01 0.333
```
Positions in Å, forces in eV/Å.

The LUMO energy (spin up / spin down) comes out at 4.2 / 4.1 eV. Its energy relative to the best compared isomer or geometry (same formula, charge and spin) is 11.7 kcal/mol. The calculation puts the HOMO-LUMO gap (spin up / spin down) at 0.09746 / 0.34164 Ha. Its multiplicity is 2. As for the net charge: -1.